Entry from the OMol25 dataset: a 2-piece molecular cluster, C5H13N2O2 overall in a non-equilibrium geometry (ωB97M-V/def2-TZVPD).

Each line ends with the natural charge from an NBO analysis.
Geometry (Å):
O -1.463023 0.825648 1.970465  -0.572
C -2.184359 -0.146527 1.812356  0.483
C -1.973484 -0.999159 0.583378  -0.526
C -0.526302 -1.545172 0.450031  -0.396
C 0.563574 -0.597041 -0.113994  -0.025
C 1.450683 -1.158423 -0.967630  0.048
N 2.592926 -0.706699 -1.564337  -0.786
N 0.683759 0.755850 0.359723  -0.748
H -2.987709 -0.342312 2.534108  0.168
H -2.634589 -1.874785 0.617296  0.246
H -2.168125 -0.349003 -0.268995  0.243
H -0.181417 -1.841834 1.448031  0.220
H -0.514747 -2.315475 -0.310772  0.243
H 1.321352 -2.228519 -1.073629  0.213
H 2.950617 -1.244372 -2.335762  0.409
H 2.670847 0.283025 -1.747846  0.386
H 0.671549 1.451293 -0.419992  0.455
H -0.116680 1.001969 1.022443  0.470
H 1.605741 0.920061 0.784984  0.425
H -0.064129 3.197440 -1.241272  0.492
H -0.014868 2.364563 -2.524310  0.499
O 0.514344 2.609396 -1.768985  -0.945

Atoms 1-2, force components in eV/Å:
O -0.3235 -0.1117 0.5045
C 0.7526 0.5937 -0.7257

Its largest force on an atom is 1.96 eV Å⁻¹. For the total energy, the calculation gives -12464.200 eV. The calculation puts the LUMO energy at -3.128 eV. The energy above the lowest of the compared OMol25 structures with the same formula, charge and spin is 19.83 kcal per mole. The frontier orbital gap is 9.22 eV. As for the charge: +1.